(1)
Computed, not measured: a structure of composition C6H14N2 in a non-equilibrium geometry, with wB97M-V/def2-TZVPD.

ORCA input file:
```
! wB97M-V def2-TZVPD RIJCOSX def2/J DEFGRID3
* xyz 0 1
C -1.74 0.69 -0.74
C -2.60 1.79 -0.23
N -0.60 0.84 -1.35
H -0.26 1.80 -1.41
H 0.28 0.12 -1.00
H -0.70 -0.06 0.90
H -2.12 -0.33 -0.68
H -3.49 1.90 -0.86
H -2.06 2.75 -0.22
H -2.95 1.57 0.78
C 1.03 -2.16 -0.44
C 1.29 -0.70 -0.22
C 0.30 -0.06 1.39
C 2.48 -0.13 -0.39
N 0.44 -0.93 2.36
H 1.15 -0.63 3.03
H 0.71 0.96 1.44
H 0.26 -2.32 -1.21
H 0.65 -2.61 0.48
H 1.93 -2.70 -0.74
H 2.63 0.93 -0.25
H 3.37 -0.71 -0.65
*
```

Calculated values
ΔE to the lowest compared entry with this formula, charge and spin: 128.38 kcal/mol
Kohn-Sham gap (alpha / beta): 6.8242 / 6.8255 eV
Lowest unoccupied orbital energy (alpha / beta): -0.1 / -0.1 eV


(2)
Computed, not measured: a cluster of 2 separate species, C4H8N2O in total in a non-equilibrium geometry, with wB97M-V/def2-TZVPD.

ORCA input file:
```
! wB97M-V def2-TZVPD RIJCOSX def2/J DEFGRID3
* xyz 0 1
C -1.43 0.31 1.06
C -0.39 0.42 -0.01
C 0.70 1.27 -0.22
N 1.21 1.18 -1.49
C 0.36 0.31 -2.12
N -0.53 -0.25 -1.26
H -2.52 0.66 0.85
H -1.34 -0.85 1.30
H -1.08 0.90 1.99
H 1.03 1.93 0.51
H 0.56 -0.02 -3.24
H -1.36 -0.76 -1.64
O 1.43 -1.90 1.71
H 2.43 -1.77 1.61
H 0.92 -1.44 0.95
*
```

Calculated values
ΔE to the lowest compared entry with this formula, charge and spin: 45.96 kcal/mol
Kohn-Sham gap: 9.3659 eV
Lowest unoccupied orbital energy: 0.7 eV


(3)
Computed, not measured: a structure of composition C29H64AlF3N3O9 in a non-equilibrium geometry, with wB97M-V/def2-TZVPD.

ORCA input file:
```
! wB97M-V def2-TZVPD RIJCOSX def2/J DEFGRID3
* xyz -1 1
C -0.55 2.88 7.01
C -1.55 3.59 6.29
C -2.81 4.31 5.47
Al -4.15 2.82 4.88
C -5.86 3.18 6.03
C -6.27 4.75 5.72
C -7.77 5.09 6.32
C -4.54 3.15 2.89
O -5.96 3.24 2.53
C -6.58 1.93 2.31
F -7.95 2.22 1.72
F -6.86 1.16 3.56
F -5.90 1.06 1.33
O -3.31 1.19 5.27
C -3.45 0.20 4.20
C -2.28 0.25 3.05
C -1.15 1.40 3.38
O -1.61 -1.07 2.84
H 0.10 1.98 7.44
H -2.32 4.79 4.50
H -3.34 5.15 6.12
H -6.76 2.50 5.73
H -5.67 3.05 7.18
H -6.24 4.95 4.55
H -5.50 5.48 6.25
H -8.15 4.15 6.92
H -7.73 6.02 7.03
H -8.55 5.30 5.46
H -3.92 2.36 2.28
H -4.06 4.21 2.62
H -3.35 -0.87 4.72
H -4.49 0.19 3.66
H -2.85 0.47 2.02
H -0.31 1.30 2.56
H -0.70 1.17 4.44
H -1.62 2.50 3.39
H -0.62 -0.86 3.02
C 4.62 6.32 1.73
O 3.64 6.66 0.76
C 3.82 5.96 -0.48
C 2.67 4.96 -0.69
N 2.76 3.83 0.25
C 1.56 2.99 0.27
C 0.25 3.63 0.75
O 0.25 3.98 2.13
C 0.81 5.26 2.41
H 4.51 7.01 2.58
H 4.46 5.31 2.10
H 5.63 6.43 1.33
H 4.80 5.47 -0.54
H 3.77 6.71 -1.28
H 2.71 4.57 -1.72
H 1.73 5.50 -0.57
H 2.91 4.20 1.18
H 1.79 2.15 0.93
H 1.41 2.56 -0.73
H -0.54 2.87 0.64
H -0.06 4.48 0.13
H 0.65 5.98 1.61
H 1.87 5.16 2.63
H 0.33 5.65 3.32
C -2.45 0.07 -1.88
O -1.03 0.21 -1.78
C -0.51 -0.25 -0.53
C 0.33 -1.52 -0.73
N -0.51 -2.67 -1.08
C 0.25 -3.84 -1.54
C 1.06 -3.69 -2.84
O 0.26 -3.53 -4.01
C -0.14 -2.19 -4.27
H -2.77 0.58 -2.79
H -2.72 -0.99 -1.96
H -2.95 0.53 -1.03
H -1.30 -0.40 0.22
H 0.14 0.55 -0.15
H 0.88 -1.74 0.20
H 1.06 -1.31 -1.52
H -1.15 -2.39 -1.83
H -0.48 -4.64 -1.68
H 0.92 -4.16 -0.73
H 1.61 -4.63 -2.99
H 1.83 -2.91 -2.78
H 0.61 -1.46 -3.94
H -1.10 -1.98 -3.80
H -0.28 -2.08 -5.35
C 7.12 -6.55 -6.45
O 5.89 -6.40 -7.14
C 5.31 -7.66 -7.54
C 4.03 -7.94 -6.73
N 4.34 -8.24 -5.33
C 3.16 -8.27 -4.46
C 2.39 -6.94 -4.28
O 3.11 -5.94 -3.58
C 3.98 -5.16 -4.39
H 7.57 -5.56 -6.33
H 6.97 -6.99 -5.46
H 7.82 -7.17 -7.03
H 6.03 -8.48 -7.46
H 5.04 -7.55 -8.59
H 3.51 -8.79 -7.18
H 3.39 -7.05 -6.81
H 4.98 -7.54 -4.97
H 3.51 -8.59 -3.47
H 2.47 -9.04 -4.82
H 1.51 -7.17 -3.66
H 1.99 -6.55 -5.23
H 3.59 -5.03 -5.41
H 4.97 -5.60 -4.41
H 4.07 -4.17 -3.93
*
```

Calculated values
Kohn-Sham gap: 6.9091 eV
Lowest unoccupied orbital energy: 1.9 eV


(4)
Computed, not measured: a structure of composition H10Na3O6 in a non-equilibrium geometry, with wB97M-V/def2-TZVPD.

ORCA input file:
```
! wB97M-V def2-TZVPD RIJCOSX def2/J DEFGRID3
* xyz 1 1
Na 20.87 -0.84 -6.24
Na 21.70 -6.01 -8.57
Na 15.58 -4.33 -7.26
O 20.82 -10.08 -8.18
H 20.10 -9.99 -7.52
O 20.20 -5.20 -4.84
H 20.31 -6.17 -4.94
O 17.23 -4.30 -1.41
H 16.42 -4.19 -1.91
H 17.90 -4.46 -2.08
O 23.08 -2.23 -2.27
H 22.52 -3.00 -2.38
H 23.19 -2.15 -1.33
O 18.04 0.09 -1.90
H 17.97 -0.81 -1.58
H 18.01 0.62 -1.10
O 16.09 -8.77 -6.50
H 17.00 -8.73 -6.20
H 15.74 -9.58 -6.12
*
```

Calculated values
ΔE to the lowest compared entry with this formula, charge and spin: 219.05 kcal/mol
Kohn-Sham gap: 1.9575 eV
Lowest unoccupied orbital energy: -5.5 eV


(5)
Computed, not measured: a cluster of 2 separate species, C7H14N4 in total in a non-equilibrium geometry, with wB97M-V/def2-TZVPD.

ORCA input file:
```
! wB97M-V def2-TZVPD RIJCOSX def2/J DEFGRID3
* xyz 2 3
C 0.62 -1.29 0.32
C -1.77 -1.56 0.65
C -4.65 1.08 0.16
C 3.15 1.52 0.22
C 3.22 -0.44 -1.15
C 1.77 -0.59 0.87
C 2.31 0.31 -0.23
N -0.55 -1.28 0.56
N -3.72 -0.65 -0.54
N -2.79 -0.95 -0.03
N -5.84 1.15 -0.29
H 1.03 -1.93 -0.51
H -2.27 -2.34 1.21
H -4.11 1.71 0.84
H 2.98 2.03 1.30
H 3.04 2.23 -0.60
H 4.20 1.34 0.20
H 3.93 -0.99 -0.54
H 2.64 -1.23 -1.64
H 3.86 0.13 -1.80
H 2.61 -1.27 1.10
H 1.63 0.12 1.65
H 1.49 0.73 -0.84
H -6.56 1.88 -0.17
H -6.23 0.29 -0.76
*
```

Calculated values
ΔE to the lowest compared entry with this formula, charge and spin: 83.95 kcal/mol
Kohn-Sham gap (alpha / beta): 6.3998 / 6.2641 eV
Lowest unoccupied orbital energy (alpha / beta): -9.0 / -10.6 eV
<S²>: 2.026


(6)
Computed, not measured: a structure of composition C35H42BF4O4P2Ti, with wB97M-V/def2-TZVPD.

ORCA input file:
```
! wB97M-V def2-TZVPD RIJCOSX def2/J DEFGRID3
* xyz 1 3
Ti -1.16 -0.43 0.76
C -0.92 1.51 3.12
C -0.16 0.58 4.08
O 0.77 -0.24 3.40
C 1.74 0.44 2.64
C 2.27 -0.56 1.65
O 1.20 -1.09 0.86
C 1.53 -2.36 0.32
C 0.27 -3.03 -0.17
O -0.60 -2.00 -0.71
C -1.94 -2.25 -0.68
C -2.85 0.68 -0.28
O -0.96 0.94 1.83
H -0.43 2.48 3.05
H -1.94 1.65 3.48
H -0.84 -0.11 4.57
H 0.33 1.19 4.84
H 2.57 0.80 3.27
H 1.32 1.31 2.12
H 2.74 -1.39 2.19
H 3.01 -0.09 0.99
H 1.97 -2.99 1.10
H 2.25 -2.24 -0.49
H -0.27 -3.52 0.64
H 0.47 -3.73 -0.97
H -2.27 -3.13 -0.14
H -2.49 -1.89 -1.53
H -3.25 1.10 0.65
H -3.63 0.12 -0.79
C -2.60 -0.02 -3.55
C -2.54 1.45 -3.10
P -2.37 1.98 -1.35
C -3.51 3.39 -1.33
C -4.75 3.26 -0.72
C -5.66 4.31 -0.76
C -5.32 5.49 -1.41
C -4.08 5.62 -2.02
C -3.17 4.58 -1.98
C -0.83 2.79 -0.82
C 0.39 2.71 -1.46
C 1.50 3.39 -0.95
C 1.38 4.14 0.21
C 0.15 4.23 0.85
C -0.95 3.56 0.34
C -1.36 -0.87 -3.92
P 0.28 -0.24 -3.42
C 1.37 -1.69 -3.66
C 2.64 -1.62 -3.11
C 3.55 -2.66 -3.29
C 3.18 -3.78 -4.01
C 1.91 -3.87 -4.55
C 1.01 -2.82 -4.39
C 0.75 0.83 -4.83
C 2.03 1.38 -4.84
C 2.43 2.24 -5.84
C 1.55 2.59 -6.86
C 0.27 2.05 -6.86
C -0.13 1.18 -5.86
H -3.23 0.00 -4.44
H -3.19 -0.55 -2.81
H -3.55 1.83 -3.26
H -1.89 2.08 -3.71
H -5.02 2.34 -0.22
H -6.62 4.21 -0.29
H -6.03 6.31 -1.44
H -3.82 6.54 -2.52
H -2.19 4.70 -2.43
H 0.50 2.14 -2.37
H 2.44 3.33 -1.48
H 2.24 4.67 0.60
H 0.05 4.82 1.75
H -1.90 3.66 0.86
H -1.36 -1.05 -5.00
H -1.46 -1.85 -3.46
H 2.93 -0.76 -2.52
H 4.54 -2.59 -2.87
H 3.88 -4.59 -4.15
H 1.61 -4.74 -5.12
H 0.03 -2.90 -4.84
H 2.73 1.12 -4.06
H 3.43 2.65 -5.83
H 1.86 3.26 -7.64
H -0.42 2.30 -7.66
H -1.12 0.76 -5.91
F -1.25 -2.00 2.08
B -2.66 -2.07 2.73
F -2.49 -2.59 3.96
F -3.41 -2.84 1.87
F -3.05 -0.73 2.71
*
```

Calculated values
ΔE to the lowest compared entry with this formula, charge and spin: 41.37 kcal/mol
Kohn-Sham gap (alpha / beta): 8.7112 / 7.0612 eV
Lowest unoccupied orbital energy (alpha / beta): -2.1 / -3.9 eV
<S²>: 2.005


(7)
Computed, not measured: the molecule CHNO5S in a non-equilibrium geometry, with wB97M-V/def2-TZVPD.

ORCA input file:
```
! wB97M-V def2-TZVPD RIJCOSX def2/J DEFGRID3
* xyz 0 1
C -2.90 -0.10 0.69
N -2.51 -1.21 -0.09
O -4.08 -0.05 0.99
O -2.01 0.89 1.13
O -2.08 -1.07 -1.24
O 0.38 0.65 0.22
O -0.90 -1.31 1.15
S -0.45 0.09 1.42
H 0.26 0.41 -0.66
*
```

Calculated values
ΔE to the lowest compared entry with this formula, charge and spin: 40.73 kcal/mol
Kohn-Sham gap (alpha / beta): 8.6601 / 8.6598 eV
Lowest unoccupied orbital energy (alpha / beta): -1.1 / -1.1 eV


(8)
Computed, not measured: a cluster of 2 separate species, C5H11N3O3S in total in a non-equilibrium geometry, with wB97M-V/def2-TZVPD.

ORCA input file:
```
! wB97M-V def2-TZVPD RIJCOSX def2/J DEFGRID3
* xyz 0 1
C -0.96 2.42 0.88
C 1.11 -0.57 0.15
C 1.86 -0.48 1.41
C 1.52 0.48 -0.90
C -0.24 -2.39 0.94
N -1.78 2.86 0.13
N 0.11 -1.41 -0.07
N -2.29 2.53 -1.10
O -0.21 2.11 1.76
O -1.91 -0.22 -1.50
O -0.34 -1.46 -2.88
S -1.21 -1.49 -1.73
H 2.35 -1.41 1.68
H 1.28 -0.22 2.22
H 2.52 0.41 1.22
H 2.47 0.83 -0.89
H 0.88 1.36 -0.34
H 1.21 0.33 -1.91
H -0.70 -1.80 1.72
H -0.97 -2.99 0.48
H 0.55 -3.00 1.33
H -1.96 1.52 -1.46
H -3.29 2.59 -1.14
*
```

Calculated values
ΔE to the lowest compared entry with this formula, charge and spin: 0.00 kcal/mol
Kohn-Sham gap: 9.0406 eV
Lowest unoccupied orbital energy: 0.5 eV


(9)
Computed, not measured: a structure of composition C3H4N4O in a non-equilibrium geometry, with wB97M-V/def2-TZVPD.

ORCA input file:
```
! wB97M-V def2-TZVPD RIJCOSX def2/J DEFGRID3
* xyz 0 1
C 0.85 1.15 0.07
C 1.64 -0.82 -0.08
C -0.64 -0.78 0.00
H -1.59 0.74 0.94
H 0.99 2.23 0.33
H 2.46 -1.48 -0.28
H -2.42 -0.47 -0.39
N -0.35 0.46 -0.39
N 1.90 0.46 -0.03
N 0.55 -1.50 -0.07
N -1.88 -1.27 0.06
O -1.50 1.27 -0.15
*
```

Calculated values
ΔE to the lowest compared entry with this formula, charge and spin: 123.02 kcal/mol
Kohn-Sham gap: 8.9163 eV
Lowest unoccupied orbital energy: -0.9 eV


(10)
Computed, not measured: a structure of composition C3H5ClO2P in a non-equilibrium geometry, with wB97M-V/def2-TZVPD.

ORCA input file:
```
! wB97M-V def2-TZVPD RIJCOSX def2/J DEFGRID3
* xyz -1 1
C -1.78 0.19 -0.16
C -0.77 0.69 -1.17
C 1.15 -0.11 -0.01
O -2.96 0.44 -0.40
O -1.37 -0.23 0.98
P 0.75 -0.21 1.73
Cl 2.49 0.94 -0.36
H -0.69 -0.07 -1.90
H -0.67 1.62 -1.73
H 1.34 -1.00 -0.48
H 0.41 -1.48 1.58
H 2.11 -0.79 1.91
*
```

Calculated values
ΔE to the lowest compared entry with this formula, charge and spin: 133.43 kcal/mol
Kohn-Sham gap: 7.6092 eV
Lowest unoccupied orbital energy: 3.5 eV


(11)
Computed, not measured: the molecule C24H34N2O5, with wB97M-V/def2-TZVPD.

ORCA input file:
```
! wB97M-V def2-TZVPD RIJCOSX def2/J DEFGRID3
* xyz 0 1
C -7.25 -0.22 2.69
C -7.65 0.34 1.33
C -6.62 0.03 0.24
C -6.54 -1.45 -0.10
C -5.64 -1.74 -1.31
C -4.16 -1.45 -1.05
O -3.95 -0.06 -1.14
C -2.71 0.44 -0.89
C -2.60 1.83 -0.93
C -1.39 2.45 -0.68
C -0.27 1.68 -0.38
N 0.97 2.31 -0.11
C 1.49 3.34 -0.88
O 0.97 3.79 -1.87
C 2.79 3.78 -0.24
C 3.10 2.72 0.81
N 4.20 1.85 0.40
C 4.74 1.06 1.50
C 6.05 0.41 1.06
C 5.82 -0.48 -0.16
C 5.04 -1.72 0.23
O 5.13 -2.27 1.30
O 4.25 -2.17 -0.75
C 3.49 -3.35 -0.50
C 4.32 -4.60 -0.75
C 5.15 0.34 -1.26
C 3.87 0.98 -0.72
C 1.79 1.94 0.94
O 1.53 1.10 1.77
C -0.37 0.30 -0.34
C -1.59 -0.32 -0.59
H -6.26 0.14 2.97
H -7.96 0.11 3.45
H -7.24 -1.30 2.69
H -7.76 1.42 1.41
H -8.62 -0.07 1.04
H -5.65 0.40 0.55
H -6.90 0.58 -0.67
H -7.54 -1.82 -0.33
H -6.16 -2.01 0.76
H -5.96 -1.14 -2.16
H -5.73 -2.79 -1.58
H -3.87 -1.82 -0.06
H -3.55 -1.97 -1.80
H -3.48 2.41 -1.17
H -1.32 3.52 -0.72
H 3.58 3.87 -0.99
H 2.64 4.76 0.21
H 3.37 3.15 1.77
H 4.94 1.73 2.34
H 4.04 0.29 1.83
H 6.44 -0.20 1.88
H 6.78 1.18 0.81
H 6.79 -0.85 -0.53
H 2.64 -3.29 -1.18
H 3.14 -3.33 0.54
H 5.15 -4.64 -0.05
H 3.70 -5.48 -0.61
H 4.71 -4.60 -1.76
H 4.91 -0.28 -2.12
H 5.83 1.13 -1.58
H 3.40 1.57 -1.51
H 3.17 0.18 -0.43
H 0.49 -0.30 -0.11
H -1.64 -1.40 -0.55
*
```

Calculated values
ΔE to the lowest compared entry with this formula, charge and spin: 27.56 kcal/mol
Kohn-Sham gap: 9.0632 eV
Lowest unoccupied orbital energy: 0.7 eV


(12)
Computed, not measured: a cluster of 2 separate species, C31H30BCl2F3O2S in total in a non-equilibrium geometry, with wB97M-V/def2-TZVPD.

ORCA input file:
```
! wB97M-V def2-TZVPD RIJCOSX def2/J DEFGRID3
* xyz 0 1
C 5.54 3.35 -4.46
C 4.95 2.14 -3.77
C 6.03 1.09 -3.57
O 4.56 2.60 -2.45
B 3.34 2.04 -2.25
C 2.98 0.86 -0.95
C 3.82 1.14 0.28
C 3.24 0.99 1.55
C 3.88 1.40 2.71
C 5.19 1.90 2.63
Cl 6.00 2.37 4.07
C 5.82 2.00 1.39
C 5.15 1.60 0.23
C 1.56 1.36 -0.74
C 0.44 0.55 -0.55
C -0.78 1.11 -0.16
C -0.88 2.50 0.04
Cl -2.36 3.19 0.56
C 0.23 3.33 -0.18
C 1.42 2.76 -0.63
O 2.61 1.68 -3.36
C 3.60 1.57 -4.41
C 3.04 2.40 -5.57
C 3.62 0.10 -4.82
H 5.89 3.09 -5.47
H 4.83 4.18 -4.52
H 6.42 3.69 -3.89
H 6.36 0.68 -4.53
H 6.89 1.56 -3.08
H 5.70 0.27 -2.91
H 3.06 -0.16 -1.33
H 2.23 0.58 1.61
H 3.39 1.31 3.68
H 6.83 2.40 1.34
H 5.65 1.68 -0.73
H 0.54 -0.52 -0.71
H -1.65 0.49 0.00
H 0.15 4.40 -0.02
H 2.27 3.41 -0.84
H 3.70 2.32 -6.44
H 2.05 2.02 -5.84
H 2.93 3.45 -5.29
H 4.28 -0.06 -5.68
H 3.93 -0.55 -3.99
H 2.60 -0.21 -5.11
C 3.00 -4.25 -3.27
C 3.21 -3.36 -2.12
C 4.42 -2.87 -1.65
C 4.31 -2.26 -0.37
C 3.01 -2.33 0.15
C 2.64 -2.21 1.54
C 3.64 -2.08 2.52
C 3.30 -1.89 3.85
C 1.96 -1.82 4.19
C 1.64 -1.48 5.62
F 0.30 -1.52 5.89
F 2.26 -2.32 6.49
F 2.06 -0.21 5.93
C 0.94 -2.02 3.26
C 1.28 -2.22 1.94
S 1.90 -2.93 -1.07
H 3.96 -4.54 -3.70
H 2.47 -5.16 -2.95
H 2.39 -3.76 -4.04
H 5.36 -2.99 -2.20
H 5.13 -1.81 0.18
H 4.69 -2.12 2.24
H 4.07 -1.78 4.60
H -0.10 -2.00 3.58
H 0.49 -2.39 1.20
*
```

Calculated values
ΔE to the lowest compared entry with this formula, charge and spin: 13.88 kcal/mol
Kohn-Sham gap: 7.9116 eV
Lowest unoccupied orbital energy: -0.2 eV


| no. | DFT total energy (eV) |
| --- | --- |
| 1 | -9423.917 |
| 2 | -9304.400 |
| 3 | -68748.026 |
| 4 | -25683.981 |
| 5 | -13421.237 |
| 6 | -98405.234 |
| 7 | -23611.310 |
| 8 | -26808.442 |
| 9 | -11178.634 |
| 10 | -29095.988 |
| 11 | -38659.065 |
| 12 | -81440.591 |